(1)
This record from the Open Molecules 2025 dataset describes 13 unconnected molecules or ions with the total composition H26O13. The level of theory is ωB97M-V with the def2-TZVPD basis set.

Output
- orbital gap (eV) = 10.0
- lowest unoccupied orbital energy (eV) = -0.65
- calculated total energy (eV) = -27039.5531
- relative energy (zero: lowest compared OMol25 entry of this formula, charge and spin) (eV) = 2.394
- charge = 0

Last column: natural (NBO) charge in e.
Positions of all 39 atoms, in Å:
O  14.84  -8.67  4.54  -0.97
H  14.67  -9.20  3.75  0.45
H  15.33  -9.34  5.01  0.48
O  16.09  -10.77  5.66  -0.97
H  16.64  -11.43  5.28  0.51
H  15.27  -11.11  6.01  0.47
O  11.25  -14.30  4.43  -0.95
H  11.15  -15.03  3.84  0.45
H  12.07  -13.83  4.13  0.49
O  15.74  -14.70  5.34  -0.97
H  14.87  -15.03  5.37  0.46
H  15.76  -13.99  4.72  0.49
O  14.08  -16.11  3.04  -0.96
H  13.44  -16.48  3.63  0.47
H  14.81  -16.70  3.03  0.49
O  13.18  -13.50  1.88  -0.96
H  12.20  -13.28  1.78  0.50
H  13.24  -14.33  1.41  0.51
O  15.37  -12.89  3.29  -0.98
H  14.52  -13.20  2.93  0.50
H  15.38  -11.98  3.04  0.49
O  17.35  -14.10  2.00  -0.97
H  16.64  -13.67  2.47  0.49
H  17.82  -13.36  1.63  0.46
O  13.50  -12.33  -0.47  -0.98
H  13.47  -12.72  0.41  0.48
H  12.80  -11.71  -0.58  0.47
O  14.18  -10.50  2.47  -0.97
H  14.60  -9.82  1.92  0.50
H  13.30  -10.53  2.08  0.49
O  16.15  -12.04  0.42  -0.95
H  16.34  -11.22  0.85  0.45
H  15.29  -11.93  0.04  0.49
O  18.07  -12.66  4.62  -0.96
H  18.25  -13.33  3.96  0.49
H  18.56  -13.04  5.30  0.47
O  12.76  -11.79  4.44  -0.96
H  13.36  -11.43  3.75  0.48
H  13.26  -11.77  5.28  0.48

***

(2)
This record from the Open Molecules 2025 dataset describes a molecular structure, C5H7F. The level of theory is ωB97M-V with the def2-TZVPD basis set.

Output
- orbital gap (eV) = 9.5
- lowest unoccupied orbital energy (eV) = 1.05
- calculated total energy (eV) = -8012.1409
- relative energy (zero: lowest compared OMol25 entry of this formula, charge and spin) (eV) = 3.070
- charge = 0

Last column: natural (NBO) charge in e.
Positions of all 13 atoms, in Å:
C  -0.42  0.79  0.03  -0.11
C  -0.39  2.08  0.23  -0.35
C  0.32  -0.32  0.56  -0.22
C  -1.24  -0.32  -0.52  0.19
C  1.36  -1.13  -0.14  -0.65
F  -2.51  -0.64  -0.18  -0.34
H  -1.31  2.73  0.13  0.20
H  0.34  2.60  0.88  0.20
H  0.15  -0.66  1.56  0.22
H  -1.02  -0.83  -1.50  0.18
H  0.77  -2.10  -0.43  0.22
H  2.22  -1.45  0.48  0.23
H  1.73  -0.74  -1.12  0.22

***

(3)
This record from the Open Molecules 2025 dataset describes 2 unconnected molecules or ions with the total composition C3H9NO2S. The level of theory is ωB97M-V with the def2-TZVPD basis set.

Output
- orbital gap (eV) = 5.8
- lowest unoccupied orbital energy (eV) = 6.02
- calculated total energy (eV) = -19675.1922
- relative energy (zero: lowest compared OMol25 entry of this formula, charge and spin) (eV) = 0.873
- charge = -2

Last column: natural (NBO) charge in e.
Positions of all 16 atoms, in Å:
C  0.59  0.28  0.85  -0.24
C  0.73  1.38  -0.22  -0.54
S  1.94  2.69  0.27  -0.77
N  -0.75  -0.42  0.83  -0.67
C  -0.73  -1.90  0.65  0.13
O  -1.87  -2.46  0.17  -0.92
H  0.65  0.77  1.83  0.18
H  1.34  -0.53  0.87  0.15
H  1.02  1.10  -1.25  0.18
H  -0.33  1.56  -0.43  0.17
H  -1.06  -0.14  -0.10  0.33
H  0.21  -2.15  0.06  0.04
H  -0.55  -2.28  1.68  0.08
H  -1.62  -2.09  -1.31  0.50
H  -0.60  -1.87  -2.41  0.43
O  -1.57  -1.80  -2.33  -1.05

***

(4)
This record from the Open Molecules 2025 dataset describes a molecular structure, C15H27ClIMnN2OP2. The level of theory is ωB97M-V with the def2-TZVPD basis set.

Output
- orbital gap (alpha / beta) (eV) = 6.2 / 6.3
- spin multiplicity = 5
- lowest unoccupied orbital energy (alpha / beta) (eV) = -7.59 / -7.59
- <S²> = 6.148
- calculated total energy (eV) = -91530.4805
- relative energy (zero: lowest compared OMol25 entry of this formula, charge and spin) (eV) = 0.000
- charge = +2

Last column: Löwdin spin population.
Positions of all 50 atoms, in Å:
C  0.01  0.81  -6.12  0.00
C  0.02  2.09  -5.46  0.00
H  0.01  0.96  -7.23  0.00
H  -0.92  0.29  -5.78  0.00
H  0.93  0.27  -5.79  0.00
O  0.03  3.15  -4.99  0.00
I  0.01  2.03  -1.34  0.04
Mn  0.00  -0.31  -0.73  3.96
P  2.43  -0.19  -0.55  -0.06
C  2.89  1.14  0.62  0.00
C  3.22  -1.67  0.15  -0.01
H  4.30  -1.61  -0.04  0.00
H  4.50  0.11  -1.79  0.00
H  2.81  -2.57  -0.31  0.00
H  3.16  -0.50  -2.84  0.00
H  2.35  1.03  1.56  0.00
H  3.05  -1.71  1.24  0.00
C  3.42  0.20  -2.03  0.00
H  3.97  1.10  0.81  0.00
H  3.21  1.23  -2.35  0.00
H  2.62  2.11  0.17  0.00
P  -2.43  -0.16  -0.54  -0.06
C  -2.87  1.19  0.62  0.00
C  -3.42  0.24  -2.03  0.00
H  -2.84  -2.53  -0.30  0.00
H  -4.32  -1.55  -0.03  0.00
H  -3.06  -1.67  1.24  0.00
C  -3.24  -1.62  0.16  -0.01
H  -3.17  -0.46  -2.83  0.00
H  -4.49  0.17  -1.79  0.00
H  -3.96  1.16  0.80  0.00
H  -2.58  2.15  0.17  0.00
H  -3.19  1.27  -2.35  0.00
H  -2.33  1.07  1.56  0.00
Cl  -0.02  -2.31  -1.84  0.10
N  -0.01  -2.36  3.04  0.01
C  -0.01  -2.26  1.68  0.01
N  0.00  -0.98  1.29  0.04
C  0.00  -0.20  2.45  0.01
C  0.01  1.21  2.55  0.00
C  0.01  1.75  3.84  0.00
C  0.00  0.91  4.96  0.00
C  -0.01  -0.50  4.85  0.00
C  -0.01  -1.03  3.56  0.00
H  -0.02  -3.24  3.55  0.00
H  -0.02  -3.09  0.98  0.00
H  0.01  1.79  1.62  0.00
H  0.01  2.84  3.95  0.00
H  0.00  1.39  5.95  0.00
H  -0.01  -1.14  5.73  0.00

***

(5)
This record from the Open Molecules 2025 dataset describes a single C5H7NO molecule. The level of theory is ωB97M-V with the def2-TZVPD basis set.

Output
- orbital gap (eV) = 10.0
- lowest unoccupied orbital energy (eV) = 0.80
- structure (SMILES) = [H]/N=C1/C=C(C)CO1
- calculated total energy (eV) = -8835.0850
- relative energy (zero: lowest compared OMol25 entry of this formula, charge and spin) (eV) = 1.118
- charge = 0

Last column: natural (NBO) charge in e.
Positions of all 14 atoms, in Å:
H  -2.42  -0.47  -2.31  0.34
N  -2.03  0.37  -1.92  -0.68
C  -0.99  -0.01  -1.31  0.52
C  -0.27  0.89  -0.48  -0.29
C  0.45  0.15  0.35  0.05
C  1.01  0.69  1.58  -0.64
C  0.43  -1.28  -0.10  -0.10
O  -0.53  -1.30  -1.16  -0.49
H  -0.54  1.94  -0.43  0.24
H  0.85  0.04  2.45  0.22
H  2.06  0.88  1.41  0.23
H  0.49  1.65  1.69  0.23
H  0.11  -1.95  0.71  0.19
H  1.40  -1.61  -0.48  0.20

***

(6)
This record from the Open Molecules 2025 dataset describes a molecular structure, H8KO4. The level of theory is ωB97M-V with the def2-TZVPD basis set.

Output
- orbital gap (alpha / beta) (eV) = 12.6 / 2.9
- spin multiplicity = 2
- lowest unoccupied orbital energy (alpha / beta) (eV) = -7.02 / -16.10
- <S²> = 0.756
- calculated total energy (eV) = -24625.2048
- relative energy (zero: lowest compared OMol25 entry of this formula, charge and spin) (eV) = 0.000
- charge = +2

Last column: Löwdin spin population.
Positions of all 13 atoms, in Å:
K  0.26  -0.44  0.30  -0.01
O  -0.98  1.67  -1.22  0.42
H  -0.74  2.58  -1.36  0.01
H  -1.93  1.65  -1.34  0.01
O  1.36  -2.59  -1.42  0.30
H  2.19  -2.62  -1.89  0.00
H  1.19  -3.51  -1.18  0.00
O  2.14  1.22  1.80  0.25
H  2.03  0.87  2.68  0.00
H  3.08  1.25  1.66  0.00
O  -2.51  -0.07  0.51  0.02
H  -3.00  -0.71  1.01  0.00
H  -3.09  0.69  0.44  0.00

***

F_max per entry: 2.81, 3.40, 1.97, 5.90, 1.00, 1.17 eV/A